Record 1
{
  "formula": "C29H43Cl14N3",
  "method": "ωB97M-V with the def2-TZVPD basis set",
  "homo_energy_ev": -9.222,
  "spin_multiplicity": 1,
  "total_charge": 0,
  "smiles": "c1ccncc1.c1ccncc1.c1ccncc1.ClCCCl.ClCCCl.ClCCCl.ClCCCl.ClCCCl.ClCCCl.ClCCCl",
  "homo_lumo_gap_ev": 9.60,
  "energy_ev": -210552.7892,
  "symbols": ["Cl", "C", "C", "Cl", "H", "H", "H", "H", "Cl", "C", "C", "Cl", "H", "H", "H", "H", "Cl", "C", "C", "Cl", "H", "H", "H", "H", "Cl", "C", "C", "Cl", "H", "H", "H", "H", "Cl", "C", "C", "Cl", "H", "H", "H", "H", "Cl", "C", "C", "Cl", "H", "H", "H", "H", "Cl", "C", "C", "Cl", "H", "H", "H", "H", "N", "C", "C", "C", "C", "C", "H", "H", "H", "H", "H", "N", "C", "C", "C", "C", "C", "H", "H", "H", "H", "H", "N", "C", "C", "C", "C", "C", "H", "H", "H", "H", "H"],
  "xyz": [[-8.16, -5.98, -22.44], [-9.12, -5.40, -23.85], [-9.94, -4.10, -23.46], [-8.84, -2.78, -23.02], [-9.85, -6.14, -24.18], [-8.54, -5.11, -24.73], [-10.78, -4.21, -22.77], [-10.56, -3.65, -24.23], [-4.25, -0.71, -14.96], [-4.10, 0.41, -13.50], [-3.02, 1.49, -13.80], [-3.01, 2.58, -12.36], [-3.86, -0.14, -12.59], [-5.11, 0.81, -13.40], [-3.31, 1.97, -14.74], [-2.01, 1.14, -14.00], [0.50, -4.97, -24.48], [-1.27, -4.71, -24.14], [-1.70, -3.68, -23.09], [-3.42, -3.90, -22.77], [-1.74, -5.69, -24.08], [-1.59, -4.17, -25.03], [-1.67, -2.63, -23.36], [-1.24, -3.91, -22.13], [-4.42, 3.96, -24.75], [-4.22, 3.67, -22.98], [-5.00, 2.51, -22.48], [-4.31, 0.97, -23.10], [-4.66, 4.56, -22.53], [-3.17, 3.80, -22.74], [-6.05, 2.63, -22.74], [-4.84, 2.56, -21.40], [-9.58, -4.09, -17.47], [-9.66, -4.97, -19.04], [-11.09, -5.33, -19.41], [-11.01, -6.21, -21.03], [-9.15, -5.91, -18.85], [-9.06, -4.53, -19.84], [-11.64, -4.42, -19.66], [-11.61, -5.82, -18.59], [-7.85, 0.20, -23.46], [-7.37, -0.13, -25.17], [-6.84, 1.25, -25.58], [-6.20, 1.06, -27.27], [-8.33, -0.35, -25.63], [-6.65, -0.89, -25.47], [-6.06, 1.75, -25.01], [-7.56, 2.06, -25.71], [-1.22, -0.65, -17.65], [-0.86, 0.85, -18.49], [-1.87, 1.07, -19.56], [-1.60, 2.57, -20.53], [0.19, 0.92, -18.76], [-1.05, 1.60, -17.73], [-2.94, 1.04, -19.36], [-1.74, 0.29, -20.30], [-11.53, 2.05, -17.22], [-11.22, 2.90, -18.25], [-10.17, 2.68, -19.15], [-9.41, 1.49, -19.15], [-9.77, 0.51, -18.18], [-10.79, 0.89, -17.24], [-11.72, 3.85, -18.19], [-9.82, 3.38, -19.90], [-8.70, 1.31, -19.94], [-9.20, -0.40, -18.04], [-11.07, 0.29, -16.38], [-4.30, -1.55, -19.56], [-4.98, -1.47, -20.74], [-6.35, -1.69, -20.84], [-7.03, -1.94, -19.62], [-6.34, -2.04, -18.44], [-4.96, -1.95, -18.46], [-4.31, -1.53, -21.58], [-6.75, -1.42, -21.81], [-8.08, -2.19, -19.57], [-6.92, -2.09, -17.53], [-4.49, -1.98, -17.49], [-8.82, -1.49, -15.47], [-7.87, -1.06, -14.65], [-7.88, -1.36, -13.27], [-8.95, -2.12, -12.76], [-9.92, -2.59, -13.60], [-9.83, -2.19, -14.89], [-7.15, -0.37, -15.06], [-7.06, -0.97, -12.68], [-8.90, -2.26, -11.69], [-10.70, -3.29, -13.33], [-10.70, -2.42, -15.49]],
  "lowdin_charge": [0.504, -0.606, -0.659, 0.561, 0.066, 0.066, 0.019, 0.059, 0.512, -0.597, -0.633, 0.534, 0.067, 0.052, 0.066, 0.070, 0.502, -0.650, -0.644, 0.598, 0.063, 0.056, 0.070, 0.066, 0.551, -0.665, -0.625, 0.578, 0.071, 0.045, 0.062, 0.073, 0.598, -0.654, -0.574, 0.540, 0.063, 0.043, 0.063, 0.077, 0.548, -0.594, -0.681, 0.515, 0.065, 0.077, -0.034, 0.065, 0.582, -0.690, -0.667, 0.539, 0.082, 0.060, 0.062, 0.057, 0.045, -0.151, -0.091, -0.071, -0.042, -0.134, 0.092, 0.090, 0.089, 0.061, 0.078, 0.063, -0.196, -0.078, -0.077, -0.089, -0.144, 0.032, -0.005, 0.079, 0.080, 0.055, 0.061, -0.155, -0.048, -0.072, -0.079, -0.218, 0.073, 0.088, 0.103, 0.111, 0.076]
}

=====

Record 2
{
  "formula": "C29H43IN7OPPt",
  "method": "ωB97M-V with the def2-TZVPD basis set",
  "homo_energy_ev": -13.708,
  "spin_multiplicity": 1,
  "total_charge": 2,
  "de_lowest_ev": 1.227,
  "homo_lumo_gap_ev": 6.82,
  "energy_ev": -63872.2865,
  "symbols": ["Pt", "C", "C", "C", "C", "C", "C", "N", "N", "C", "C", "C", "C", "C", "C", "H", "H", "H", "H", "H", "H", "H", "H", "H", "N", "P", "N", "C", "C", "C", "C", "C", "N", "C", "C", "C", "C", "C", "N", "C", "C", "C", "C", "C", "H", "H", "H", "H", "H", "H", "H", "H", "H", "H", "H", "H", "H", "H", "H", "H", "H", "H", "H", "H", "H", "H", "H", "H", "H", "H", "H", "H", "H", "H", "N", "C", "O", "C", "I", "H", "H", "H", "H"],
  "xyz": [[0.49, -0.66, -0.14], [-3.74, -3.88, -2.00], [-3.75, -2.72, -1.24], [-2.59, -2.27, -0.64], [-1.43, -3.02, -0.80], [-1.40, -4.18, -1.55], [-2.57, -4.61, -2.16], [-0.24, -2.57, -0.13], [0.44, -3.46, 0.41], [1.57, -2.92, 1.04], [2.44, -3.75, 1.71], [3.58, -3.25, 2.40], [3.81, -1.93, 2.41], [2.90, -0.97, 1.74], [1.77, -1.52, 0.97], [-4.65, -4.22, -2.47], [-4.67, -2.17, -1.10], [-2.58, -1.37, -0.04], [-0.48, -4.73, -1.66], [-2.56, -5.51, -2.76], [2.23, -4.82, 1.70], [4.24, -3.94, 2.90], [4.66, -1.52, 2.95], [3.47, -0.26, 1.12], [1.25, 1.18, -0.18], [2.48, 2.04, -0.40], [2.25, 3.51, -1.09], [1.91, 3.45, -2.53], [2.64, 4.53, -3.32], [2.30, 5.93, -2.79], [1.71, 5.88, -1.38], [2.43, 4.85, -0.52], [3.84, 1.35, -1.04], [3.83, -0.02, -1.57], [5.16, -0.71, -1.32], [6.30, 0.09, -1.95], [6.27, 1.53, -1.44], [4.90, 2.16, -1.65], [3.07, 2.65, 1.26], [4.47, 3.07, 1.50], [4.82, 3.06, 2.98], [3.77, 3.83, 3.77], [2.41, 3.18, 3.57], [2.19, 2.67, 2.20], [0.83, 3.56, -2.66], [2.16, 2.45, -2.91], [2.38, 4.43, -4.37], [3.72, 4.35, -3.25], [1.60, 6.44, -3.46], [3.21, 6.54, -2.78], [0.65, 5.62, -1.42], [1.77, 6.85, -0.90], [2.03, 4.89, 0.49], [3.50, 5.12, -0.47], [3.64, 0.02, -2.65], [3.00, -0.57, -1.13], [5.13, -1.72, -1.73], [5.33, -0.81, -0.24], [6.18, 0.08, -3.03], [7.26, -0.37, -1.73], [7.02, 2.13, -1.97], [6.54, 1.55, -0.38], [4.71, 2.24, -2.73], [4.88, 3.17, -1.25], [4.59, 4.07, 1.07], [5.10, 2.38, 0.93], [5.81, 3.50, 3.10], [4.88, 2.03, 3.34], [3.74, 4.87, 3.43], [4.02, 3.86, 4.83], [1.58, 3.85, 3.79], [2.26, 2.33, 4.25], [1.22, 2.26, 1.92], [2.46, -0.32, 2.50], [-1.18, 2.18, -1.18], [-1.48, 1.07, -1.83], [-0.98, -0.04, -1.54], [-2.46, 1.13, -2.96], [-1.40, 1.74, -4.71], [-0.34, 2.15, -0.60], [-1.57, 3.06, -1.48], [-3.24, 1.86, -2.79], [-2.87, 0.15, -3.15]],
  "lowdin_charge": [1.211, -0.050, -0.057, -0.042, -0.250, -0.009, -0.049, -0.116, 0.120, -0.259, 0.093, -0.028, -0.011, -0.176, -0.236, 0.117, 0.115, 0.107, 0.116, 0.117, 0.142, 0.126, 0.128, 0.100, -0.373, 0.592, -0.198, -0.206, -0.157, -0.169, -0.174, -0.193, -0.205, -0.205, -0.175, -0.185, -0.170, -0.201, -0.048, -0.141, -0.155, -0.164, -0.123, -0.067, 0.086, 0.110, 0.121, 0.101, 0.116, 0.116, 0.115, 0.123, 0.109, 0.111, 0.135, 0.055, 0.123, 0.106, 0.124, 0.120, 0.125, 0.106, 0.126, 0.103, 0.124, 0.096, 0.132, 0.123, 0.128, 0.126, 0.141, 0.140, 0.123, 0.151, 0.192, -0.642, -0.183, -0.536, 0.875, 0.047, 0.123, 0.061, 0.057]
}

=====

Record 3
{
  "formula": "C29H43O2",
  "method": "ωB97M-V with the def2-TZVPD basis set",
  "homo_energy_ev": -10.618,
  "spin_multiplicity": 1,
  "total_charge": 1,
  "homo_lumo_gap_ev": 5.36,
  "energy_ev": -34858.1297,
  "symbols": ["C", "C", "O", "C", "C", "C", "O", "C", "C", "H", "H", "H", "H", "H", "H", "H", "H", "H", "H", "H", "H", "H", "H", "C", "C", "C", "C", "C", "C", "C", "C", "C", "C", "C", "C", "C", "C", "C", "C", "C", "C", "C", "C", "C", "C", "H", "H", "H", "H", "H", "H", "H", "H", "H", "H", "H", "H", "H", "H", "H", "H", "H", "H", "H", "H", "H", "H", "H", "H", "H", "H", "H", "H", "H"],
  "xyz": [[3.59, 3.83, -3.41], [2.33, 3.16, -3.88], [1.35, 3.02, -2.84], [0.15, 2.42, -3.29], [-0.03, 1.08, -3.19], [-1.29, 0.44, -3.60], [-0.89, 3.17, -3.85], [-0.84, 4.52, -3.42], [-1.98, 5.34, -3.96], [4.33, 3.93, -4.21], [3.38, 4.83, -3.02], [4.05, 3.27, -2.59], [1.86, 3.71, -4.70], [2.54, 2.15, -4.26], [0.75, 0.49, -2.75], [-1.26, -0.64, -3.51], [-2.12, 0.81, -3.00], [-1.51, 0.68, -4.64], [-0.85, 4.50, -2.32], [0.14, 4.93, -3.71], [-1.98, 6.36, -3.57], [-1.94, 5.40, -5.05], [-2.94, 4.89, -3.70], [-3.08, -5.26, 4.27], [-2.58, -4.51, 3.09], [-1.30, -4.72, 2.63], [-0.78, -4.02, 1.54], [0.62, -4.37, 1.15], [-1.57, -3.05, 0.90], [-1.09, -2.26, -0.31], [-0.87, -3.16, -1.53], [0.14, -1.37, -0.04], [-0.02, -0.35, 1.03], [0.97, 0.43, 1.60], [0.62, 1.32, 2.69], [-0.76, 1.38, 3.24], [1.58, 2.13, 3.26], [2.90, 2.12, 2.83], [3.91, 3.01, 3.46], [3.26, 1.25, 1.81], [2.36, 0.42, 1.19], [2.89, -0.46, 0.11], [-2.89, -2.85, 1.36], [-3.81, -1.88, 0.71], [-3.36, -3.58, 2.44], [-4.11, -4.99, 4.52], [-3.06, -6.34, 4.09], [-2.46, -5.06, 5.15], [-0.68, -5.45, 3.12], [0.94, -3.89, 0.24], [1.31, -4.08, 1.94], [0.71, -5.45, 1.00], [-1.89, -1.55, -0.58], [-1.79, -3.69, -1.79], [-0.56, -2.58, -2.40], [-0.11, -3.91, -1.36], [0.99, -2.00, 0.21], [0.40, -0.85, -0.97], [-1.03, -0.21, 1.38], [-0.82, 2.05, 4.09], [-1.47, 1.73, 2.49], [-1.08, 0.39, 3.58], [1.31, 2.78, 4.06], [4.90, 2.88, 3.01], [3.63, 4.06, 3.35], [4.00, 2.80, 4.53], [4.29, 1.24, 1.49], [3.94, -0.22, -0.12], [2.87, -1.51, 0.40], [2.34, -0.32, -0.82], [-4.78, -1.87, 1.21], [-3.42, -0.87, 0.75], [-3.99, -2.15, -0.33], [-4.36, -3.41, 2.79]],
  "lowdin_charge": [-0.063, -0.256, -0.090, -0.315, -0.089, -0.094, -0.030, -0.256, -0.057, 0.084, 0.078, 0.071, 0.123, 0.122, 0.082, 0.056, 0.084, 0.087, 0.128, 0.115, 0.082, 0.080, 0.079, -0.044, -0.270, -0.009, -0.202, -0.042, -0.117, -0.302, -0.028, -0.124, 0.160, -0.088, -0.160, -0.025, 0.020, -0.199, -0.010, 0.020, -0.127, -0.013, -0.216, -0.044, -0.004, 0.080, 0.089, 0.087, 0.125, 0.043, 0.094, 0.100, 0.117, 0.098, 0.070, 0.072, 0.091, 0.116, 0.120, 0.094, 0.102, 0.102, 0.131, 0.090, 0.105, 0.105, 0.125, 0.097, 0.101, 0.084, 0.085, 0.075, 0.093, 0.114]
}